Arrangement P

Here is a molecular structure, C4H8NOS from OMol25. Energies are from wB97M-V/def2-TZVPD.

Values from the calculation:
- Charge: -1
- HOMO: -2.735 eV
- Kohn-Sham gap: 5.9 eV

Geometry (Å):
O: -2.563 -1.098 -0.488
C: -2.212 0.320 -0.439
N: -1.390 1.232 0.197
C: -0.108 0.626 0.608
C: 1.056 0.774 -0.358
S: 2.651 -0.243 -0.142
C: -0.259 -0.972 0.880
H: -1.506 -0.630 -0.813
H: -2.918 0.831 -1.104
H: 0.100 1.113 1.637
H: 1.317 1.835 -0.340
H: 0.569 0.654 -1.320
H: -0.280 -1.481 -0.087
H: 0.741 -1.333 1.211
H: -1.070 -1.410 1.459

Arrangement Q

Here is a gas-phase ion, C4H8NOS (charge -1) from OMol25. Energies are from wB97M-V/def2-TZVPD.

Values from the calculation:
- Charge: -1
- HOMO: -2.575 eV
- Kohn-Sham gap: 6.3 eV

Geometry (Å):
C: 0.689 -0.213 -0.417
N: 1.067 -1.238 0.565
C: 0.168 -2.115 1.075
O: 0.390 -2.893 1.985
C: -0.724 0.385 -0.439
C: -0.612 1.900 -0.590
S: -0.138 2.760 0.926
H: 0.787 -0.742 -1.372
H: 1.407 0.600 -0.367
H: 1.798 -1.041 1.234
H: -0.839 -1.969 0.648
H: -1.332 0.131 0.432
H: -1.305 0.028 -1.298
H: -1.517 2.332 -1.030
H: 0.160 2.075 -1.352

Which of them is least stable? Easy: arrangement P.